Formula: C3H10N4
Source: OMol25
Level of theory: ωB97M-V/def2-TZVPD

ORCA input file:
```
! RIJCOSX wB97M-V def2-TZVPD def2/J DEFGRID3
* xyz 0 1
H -2.874 1.339 -0.645
N -0.980 0.829 -0.520
H 0.350 2.308 0.184
H 3.001 0.774 0.677
N -2.070 1.576 -0.075
H -0.409 -1.243 -1.522
H 1.167 -1.678 -0.834
H -1.511 -1.572 0.687
C -0.473 -1.890 0.579
H 2.537 1.696 -0.629
N 1.152 0.355 0.060
H -2.310 1.355 0.891
N 2.462 0.784 -0.182
C 0.185 -1.276 -0.617
H 0.064 -1.624 1.493
H -0.462 -2.985 0.497
C 0.173 1.251 -0.047
*
```

E_HOMO = -7.52 eV
Energy above the lowest of the compared OMol25 structures with the same formula, charge and spin = 440.9 kJ/mol
E_tot = -339.1600 hartree

Here are the natural (NBO) charges for atoms 1 to 4, given in e: 0.35, -0.38, 0.16, 0.36

---

Formula: C7H14N2O4S
Source: OMol25
Level of theory: ωB97M-V/def2-TZVPD

ORCA input file:
```
! RIJCOSX wB97M-V def2-TZVPD def2/J DEFGRID3
* xyz 0 1
O 0.820 -1.230 -1.316
H -1.492 0.037 -1.754
H 5.398 -0.593 0.887
H 3.219 -1.497 -0.697
H -1.299 -1.847 -0.163
N 2.256 1.654 0.234
C -1.451 0.214 -0.687
H 0.030 1.455 0.017
H -3.172 -0.400 1.842
H -3.728 0.379 -0.775
H 2.577 0.825 -1.662
H -3.724 -2.017 -0.202
C 2.323 0.525 -0.660
H 2.090 1.407 1.194
S 5.003 0.124 -0.078
C -2.025 -1.039 0.063
C 0.959 -0.135 -0.828
N -0.100 0.522 -0.325
H -2.465 -1.910 1.997
C -2.306 1.457 -0.406
C -2.251 -0.905 1.598
O -3.603 1.343 -0.621
O -3.242 -1.318 -0.673
H -1.363 -0.466 2.056
C 3.298 -0.531 -0.118
H 3.075 2.232 0.176
H 2.921 -0.724 0.913
O -1.748 2.440 -0.012
*
```

E_HOMO = -9.30 eV
Energy above the lowest of the compared OMol25 structures with the same formula, charge and spin = 34.5 kJ/mol
SMILES = C[C@@H](O)[C@H](NC(=O)[C@@H](N)CS)C(=O)O
E_tot = -1083.8207 hartree

Here are the natural (NBO) charges for atoms 1 to 4, given in e: -0.64, 0.24, 0.11, 0.25

---

| no. | Kohn-Sham gap (eV) |
| --- | --- |
| 1 | 8.39 |
| 2 | 9.77 |